Computed, not measured: a structure of composition C20H19MnNO5PS, with ωB97M-V/def2-TZVPD.

The geometry in XYZ format:
```
48
Properties=species:S:1:pos:R:3:forces:R:3
Mn 2.036 1.127 -0.091 -2.9 -0.9 -0.9
O 4.252 3.762 -0.688 0.1 0.0 0.1
S 4.123 2.399 -0.238 1.0 1.8 -0.5
O 5.387 1.771 0.131 0.5 -0.4 0.1
O 3.172 2.292 0.932 0.5 -0.1 0.4
O 3.451 1.548 -1.305 0.5 0.0 0.1
O 4.340 -0.597 0.525 -1.2 -1.2 0.2
N 2.935 -0.636 0.494 1.0 -0.7 0.7
C 2.535 -1.854 0.818 2.6 1.7 -0.7
C 1.231 -2.350 0.977 -2.8 0.1 0.2
C 1.091 -3.711 1.365 0.6 0.6 -0.2
C -0.117 -4.261 1.681 -0.9 0.2 0.0
C -1.284 -3.477 1.610 0.4 -0.5 0.1
C -1.204 -2.180 1.162 0.2 0.1 0.1
C 0.020 -1.582 0.843 0.6 -1.1 0.0
P 0.034 0.062 0.105 -0.6 0.1 0.4
C -1.312 0.913 1.017 0.2 0.0 0.0
C -1.404 0.753 2.398 0.1 0.0 -0.2
C -2.353 1.451 3.121 0.0 0.1 0.1
C -3.209 2.332 2.478 0.0 0.0 0.0
C -3.119 2.501 1.107 -0.1 0.1 0.1
C -2.176 1.798 0.379 0.1 -0.1 -0.1
C -0.745 -0.227 -1.529 0.2 -0.3 -0.3
C 0.118 -0.163 -2.629 0.2 0.3 0.8
C -0.342 -0.425 -3.900 -0.2 -0.1 -0.4
C -1.672 -0.779 -4.099 0.2 0.1 0.2
C -2.530 -0.868 -3.011 -0.1 0.0 -0.2
C -2.077 -0.600 -1.734 0.4 0.2 0.2
H 4.685 0.327 0.380 -0.1 0.2 -0.1
H 3.347 -2.551 1.024 -0.1 0.1 0.0
H 1.986 -4.319 1.410 0.0 0.0 0.1
H -0.189 -5.298 1.981 0.1 0.0 0.0
H -2.234 -3.901 1.897 -0.1 0.0 0.0
H -2.110 -1.591 1.079 0.0 0.0 0.0
H -0.726 0.069 2.891 0.0 0.0 0.1
H -2.423 1.320 4.192 0.0 0.0 0.1
H -3.934 2.897 3.048 -0.1 0.0 0.0
H -3.781 3.193 0.605 0.0 0.0 -0.1
H -2.105 1.930 -0.691 0.0 0.1 -0.1
H 1.155 0.135 -2.441 -0.2 -0.1 -0.3
H 0.325 -0.345 -4.747 0.1 0.0 0.0
H -2.038 -0.978 -5.095 0.0 0.0 -0.1
H -3.564 -1.142 -3.167 -0.1 0.0 0.0
H -2.764 -0.657 -0.902 0.0 0.0 0.1
C 0.905 2.720 -0.761 0.4 -0.1 0.1
H 1.688 3.340 -1.206 -0.2 0.1 0.0
H 0.486 3.271 0.086 -0.1 0.0 0.1
H 0.114 2.581 -1.501 -0.1 -0.1 -0.1
```
Positions in Å, forces in eV/Å.

frontier orbital gap (spin up / spin down) = 6.3 / 5.8 eV
multiplicity = 2
lowest unoccupied orbital energy (spin up / spin down) = 0.083 / 0.081 Eh
⟨S²⟩ = 0.865
charge = -1
energy above the lowest of the compared OMol25 structures with the same formula, charge and spin = 30.1 kcal/mol

Partial charges, Mulliken, in e:
1 Mn -0.03
2 O -0.72
3 S 1.49
4 O -0.83
5 O -0.66
6 O -0.56
7 O -0.55
8 N 0.54
9 C -0.57
10 C 0.51
11 C -0.90
12 C -0.62
13 C -0.83
14 C -0.60
15 C 0.68
16 P 0.81
17 C 0.33
18 C -0.46
19 C -0.77
20 C -0.46
21 C -0.80
22 C -0.18
23 C 0.42
24 C -0.52
25 C -0.72
26 C -0.50
27 C -0.79
28 C 0.23
29 H 0.57
30 H 0.30
31 H 0.37
32 H 0.38
33 H 0.41
34 H 0.24
35 H 0.47
36 H 0.40
37 H 0.38
38 H 0.41
39 H 0.39
40 H 0.28
41 H 0.44
42 H 0.38
43 H 0.40
44 H 0.29
45 C -1.11
46 H 0.46
47 H 0.19
48 H 0.41

=====

Computed, not measured: a cluster of 3 separate species, C22H48BFN11O7P3 in total, with ωB97M-V/def2-TZVPD.

The geometry in XYZ format:
```
93
Properties=species:S:1:pos:R:3:forces:R:3
C -4.510 1.162 -6.421 0.6 0.6 -1.1
N -5.059 0.872 -5.080 0.2 0.0 -0.6
C -5.117 -0.574 -4.771 1.9 0.0 0.8
C -3.703 -1.219 -5.053 0.4 -1.3 -1.0
C -2.540 -1.045 -4.107 0.5 -1.6 -3.0
C -1.280 -1.646 -4.465 -1.0 0.4 -0.1
B -0.019 -1.444 -3.465 1.0 0.4 0.3
O 0.654 -2.536 -2.860 -1.5 0.9 -1.2
O 0.445 -0.146 -3.204 -0.6 -1.9 0.2
C -1.063 -2.431 -5.740 -2.0 1.7 2.1
N 0.217 -2.926 -5.950 -2.2 -1.1 -3.2
C 0.228 -3.548 -7.135 0.3 0.3 0.4
F 1.451 -4.069 -7.522 -1.7 0.6 0.5
C -0.894 -3.723 -8.101 1.1 1.0 0.9
P -0.705 -4.597 -9.784 -2.2 -1.0 -0.4
N -0.459 -3.247 -10.886 1.2 -0.6 1.0
O 0.646 -5.607 -9.794 -0.3 1.6 0.6
N -2.128 -3.234 -7.842 2.6 -0.3 1.0
C -2.217 -2.569 -6.630 -0.6 0.3 -0.1
C -3.543 -1.961 -6.277 1.5 1.2 2.6
O -4.643 -2.099 -7.172 2.2 0.5 0.3
N -5.153 -3.398 -7.177 -1.0 -0.9 1.0
O -5.122 -3.897 -6.112 0.2 -0.1 -1.0
H -3.376 1.173 -6.437 -1.1 -0.1 0.0
H -4.817 0.425 -7.211 0.0 0.5 1.0
H -4.830 2.175 -6.807 0.2 -1.0 0.7
H -4.432 1.353 -4.425 -0.5 -0.5 -0.1
H -5.911 -1.106 -5.353 0.7 0.6 0.6
H -5.266 -0.655 -3.657 -0.3 -0.1 -1.2
H -2.659 -0.445 -3.175 0.2 -0.6 -0.9
H 0.237 -3.321 -3.257 0.5 0.1 0.4
H 1.062 -0.197 -2.451 -0.2 0.3 -0.4
H -0.067 -3.562 -11.774 -0.3 0.2 0.2
H -1.349 -2.760 -11.004 0.3 -0.4 -0.1
H 0.719 -5.999 -8.901 0.2 0.2 -0.6
C -1.100 4.781 1.402 0.4 0.3 0.2
N -0.842 3.407 1.017 -0.9 -0.2 0.8
C -1.730 2.476 1.710 0.0 -0.4 -0.2
P 0.597 2.723 0.351 -3.9 6.7 -3.3
O -0.187 1.889 -0.665 2.3 -3.4 2.0
N 1.249 3.774 -0.847 0.8 0.0 -0.6
C 1.025 5.204 -0.911 0.5 0.2 0.4
C 1.395 3.235 -2.199 -0.2 -0.2 0.1
N 1.587 3.565 1.549 1.4 -3.3 0.3
C 3.043 3.416 1.294 0.5 0.4 -0.3
C 1.393 3.068 2.933 -0.5 0.1 0.4
H -0.437 5.148 2.195 0.1 0.1 0.0
H -2.121 4.909 1.769 0.0 -0.4 0.0
H -1.037 5.460 0.554 0.2 0.0 0.0
H -1.394 2.273 2.734 -0.2 0.0 0.1
H -1.783 1.519 1.188 0.2 0.1 -0.1
H -2.755 2.852 1.755 0.1 0.1 0.0
H 0.046 5.442 -1.343 0.0 0.0 0.0
H 1.787 5.684 -1.535 0.0 -0.2 -0.1
H 1.121 5.681 0.065 -0.2 -0.2 0.1
H 0.438 3.240 -2.733 0.1 -0.1 -0.1
H 1.777 2.215 -2.174 -0.2 0.0 0.0
H 2.113 3.816 -2.785 0.0 0.2 0.3
H 3.342 2.363 1.288 0.1 0.1 0.2
H 3.621 3.939 2.060 -0.2 -0.1 0.2
H 3.346 3.857 0.347 -0.3 -0.1 0.0
H 1.515 1.982 2.989 0.1 0.1 0.3
H 0.411 3.326 3.325 -0.1 -0.1 -0.3
H 2.105 3.532 3.618 0.1 0.0 -0.2
C 3.047 -0.419 8.660 0.1 -0.6 0.1
N 1.972 -0.013 7.775 -0.4 0.7 1.0
C 1.075 0.946 8.418 -0.3 0.2 -0.4
P 1.331 -0.841 6.404 8.2 1.7 0.9
O 1.236 0.433 5.568 -4.1 -1.3 -0.3
N 2.616 -1.512 5.473 0.1 -0.4 -0.8
C 3.928 -1.863 5.981 -0.1 -0.6 0.3
C 2.745 -1.074 4.086 -0.3 0.3 0.0
N 1.278 -2.364 7.300 -3.4 -0.1 -1.3
C 0.911 -3.522 6.443 0.3 -0.5 -0.3
C 0.278 -2.373 8.394 0.1 0.3 0.6
H 2.849 -1.358 9.192 0.1 -0.1 0.0
H 3.240 0.336 9.427 -0.4 0.1 -0.1
H 3.994 -0.510 8.133 -0.1 -0.2 -0.1
H 0.362 0.455 9.092 0.0 0.1 0.2
H 0.496 1.502 7.678 0.1 -0.2 -0.1
H 1.627 1.694 8.992 0.1 -0.2 0.0
H 4.571 -0.981 6.087 0.0 0.0 0.0
H 4.431 -2.558 5.298 -0.1 0.1 -0.1
H 3.874 -2.394 6.931 -0.1 0.2 0.1
H 3.239 -0.097 4.017 0.0 0.0 -0.1
H 1.767 -1.007 3.607 0.1 0.2 0.1
H 3.325 -1.791 3.499 0.1 -0.1 0.3
H -0.064 -3.375 5.969 0.0 -0.2 0.1
H 0.879 -4.441 7.035 -0.1 0.2 0.2
H 1.643 -3.705 5.659 0.0 0.3 0.1
H -0.712 -2.074 8.035 0.0 -0.2 0.1
H 0.563 -1.713 9.212 0.1 0.2 -0.2
H 0.200 -3.366 8.840 0.1 0.0 -0.3
```
Positions in Å, forces in eV/Å.

frontier orbital gap = 7.0 eV
SMILES = CNCc1cc(B(O)O)c2nc(F)c(P(N)O)nc2c1ON=O.CN(C)P(=O)(N(C)C)N(C)C.CN(C)P(=O)(N(C)C)N(C)C
lowest unoccupied orbital energy = -0.035 Eh

Partial charges, Mulliken, in e:
1 C -0.68
2 N -0.38
3 C -1.02
4 C 0.86
5 C -1.03
6 C 0.40
7 B 0.63
8 O -0.58
9 O -0.37
10 C 0.53
11 N -0.54
12 C 0.33
13 F -0.30
14 C 0.26
15 P 0.07
16 N -0.55
17 O -0.45
18 N -0.49
19 C 0.21
20 C -0.25
21 O -0.25
22 N 0.16
23 O -0.25
24 H 0.23
25 H 0.21
26 H 0.31
27 H 0.33
28 H 0.27
29 H 0.44
30 H 0.46
31 H 0.32
32 H 0.28
33 H 0.26
34 H 0.26
35 H 0.32
36 C -0.83
37 N 0.09
38 C -1.03
39 P 0.94
40 O -0.75
41 N 0.27
42 C -1.15
43 C -0.97
44 N -0.04
45 C -1.04
46 C -1.41
47 H 0.30
48 H 0.37
49 H 0.22
50 H 0.29
51 H 0.22
52 H 0.42
53 H 0.30
54 H 0.36
55 H 0.38
56 H 0.29
57 H 0.19
58 H 0.33
59 H 0.33
60 H 0.40
61 H 0.31
62 H 0.53
63 H 0.21
64 H 0.46
65 C -0.84
66 N 0.08
67 C -1.00
68 P 0.89
69 O -0.75
70 N 0.25
71 C -1.18
72 C -1.09
73 N -0.15
74 C -1.06
75 C -1.08
76 H 0.30
77 H 0.38
78 H 0.21
79 H 0.27
80 H 0.22
81 H 0.42
82 H 0.30
83 H 0.39
84 H 0.37
85 H 0.31
86 H 0.31
87 H 0.34
88 H 0.36
89 H 0.41
90 H 0.30
91 H 0.37
92 H 0.27
93 H 0.39

=====

Computed, not measured: a structure of composition C30H45BCrN8S3, with ωB97M-V/def2-TZVPD.

The geometry in XYZ format:
```
88
Properties=species:S:1:pos:R:3:forces:R:3
Cr -1.711 2.691 -0.708 -0.7 -0.4 -0.3
C -4.637 -1.488 -0.877 0.0 0.0 0.0
C -3.328 -1.359 -0.168 0.0 0.0 0.0
C -2.901 -2.214 0.821 0.0 0.0 0.0
C -1.657 -2.037 1.475 -0.1 0.0 0.0
N -0.856 -1.049 1.127 0.0 0.0 -0.1
N -1.258 -0.252 0.148 0.1 0.0 0.1
B -0.243 0.747 -0.368 0.1 -0.1 0.4
N 0.788 1.147 0.658 -0.1 0.1 0.0
N 1.893 0.395 0.621 0.1 0.0 0.0
C 2.768 0.565 1.585 0.0 0.0 0.0
C 2.533 1.515 2.613 0.0 0.0 0.0
C 1.408 2.294 2.633 0.0 0.0 0.0
C 1.127 3.324 3.680 0.0 0.0 0.0
C 0.507 2.070 1.569 -0.1 -0.1 0.1
S -0.981 2.962 1.382 0.0 0.0 -0.2
C 4.016 -0.292 1.584 0.0 0.0 0.0
C 3.989 -1.158 2.856 0.0 0.0 0.0
C 5.248 0.627 1.599 0.0 0.0 0.0
C 4.060 -1.194 0.354 0.0 0.0 0.0
N 0.333 0.411 -1.728 -0.1 0.0 -0.1
N 0.552 -0.872 -1.969 0.0 0.0 0.0
C 1.136 -1.186 -3.110 0.0 0.0 0.0
C 1.538 -0.164 -4.003 0.0 -0.1 0.0
C 1.277 1.164 -3.754 0.1 0.1 -0.1
C 1.643 2.267 -4.694 0.0 0.0 0.0
C 0.601 1.418 -2.553 -0.1 0.1 0.1
S 0.047 3.005 -2.033 0.2 0.0 -0.1
C 1.320 -2.671 -3.373 0.0 0.0 0.0
C -0.074 -3.320 -3.391 0.0 0.0 0.0
C 2.155 -3.271 -2.233 0.0 0.0 0.0
C 2.018 -2.920 -4.709 0.0 0.0 0.0
C -2.433 -0.321 -0.474 -0.1 -0.1 0.1
S -2.683 0.924 -1.672 0.3 0.3 0.0
C -1.126 -2.974 2.545 0.0 0.0 0.0
C -0.027 -3.823 1.880 0.0 0.0 0.0
C -2.226 -3.886 3.089 0.0 0.0 0.0
C -0.523 -2.151 3.691 0.0 0.0 0.0
H -5.218 -2.312 -0.470 0.0 0.0 0.0
H -5.221 -0.571 -0.783 0.0 0.0 0.0
H -4.479 -1.671 -1.942 0.0 0.0 0.0
H -3.539 -3.034 1.121 0.0 0.0 0.0
H 3.273 1.630 3.395 0.0 0.0 0.0
H 1.923 3.350 4.419 0.0 0.0 0.0
H 1.041 4.315 3.230 0.0 0.0 0.0
H 0.187 3.109 4.191 0.0 0.0 0.0
H 3.982 -0.558 3.767 0.0 0.0 0.0
H 3.119 -1.818 2.867 0.0 0.0 0.0
H 4.884 -1.779 2.884 0.0 0.0 0.0
H 5.293 1.252 2.492 0.0 0.0 0.0
H 6.149 0.015 1.591 0.0 0.0 0.0
H 5.274 1.274 0.721 0.0 0.0 0.0
H 3.202 -1.865 0.318 0.0 0.0 0.0
H 4.079 -0.611 -0.570 0.0 0.0 0.0
H 4.966 -1.798 0.391 0.0 0.0 0.0
H 2.045 -0.434 -4.920 0.0 0.0 0.0
H 2.207 1.886 -5.542 0.0 0.0 0.0
H 0.746 2.762 -5.073 0.0 0.0 0.0
H 2.247 3.023 -4.189 0.0 0.0 0.0
H -0.579 -3.190 -2.432 0.0 0.0 0.0
H -0.699 -2.900 -4.182 0.0 0.0 0.0
H 0.031 -4.388 -3.579 0.0 0.0 0.0
H 1.666 -3.124 -1.269 0.0 0.0 0.0
H 2.272 -4.341 -2.401 0.0 0.0 0.0
H 3.150 -2.825 -2.193 0.0 0.0 0.0
H 1.448 -2.528 -5.554 0.0 0.0 0.0
H 3.025 -2.498 -4.732 0.0 0.0 0.0
H 2.117 -3.994 -4.862 0.0 0.0 0.0
H -0.424 -4.416 1.053 0.0 0.0 0.0
H 0.779 -3.190 1.502 0.0 0.0 0.0
H 0.389 -4.512 2.614 0.0 0.0 0.0
H -2.602 -4.580 2.336 0.0 0.0 0.0
H -1.816 -4.490 3.897 0.0 0.0 0.0
H -3.063 -3.318 3.502 0.0 0.0 0.0
H 0.299 -1.525 3.343 0.0 0.0 0.0
H -1.275 -1.516 4.164 0.0 0.0 0.0
H -0.135 -2.830 4.450 0.0 0.0 0.0
C -5.017 6.230 1.521 0.0 0.0 0.0
N -4.798 5.680 0.165 0.0 -0.1 0.0
C -5.575 6.256 -0.954 0.0 0.0 0.0
C -3.956 4.742 -0.035 0.0 0.2 0.0
N -3.184 3.881 -0.218 0.4 0.0 0.2
H -6.065 6.102 1.782 0.0 0.0 0.0
H -4.762 7.288 1.513 0.0 0.0 0.0
H -4.392 5.704 2.236 0.0 0.0 0.0
H -6.635 6.118 -0.750 0.0 0.0 0.0
H -5.311 5.756 -1.881 0.0 0.0 0.0
H -5.344 7.317 -1.028 0.0 0.0 0.0
```
Positions in Å, forces in eV/Å.

frontier orbital gap (spin up / spin down) = 6.4 / 6.7 eV
multiplicity = 2
lowest unoccupied orbital energy (spin up / spin down) = -0.397 / -0.384 Eh
⟨S²⟩ = 0.866
charge = +3
energy above the lowest of the compared OMol25 structures with the same formula, charge and spin = 0.6 kcal/mol

Partial charges, Mulliken, in e:
1 Cr -0.94
2 C -1.91
3 C 0.29
4 C -0.12
5 C -0.37
6 N -0.57
7 N 0.41
8 B 1.16
9 N 0.94
10 N -0.50
11 C 0.04
12 C -0.27
13 C 0.12
14 C -1.88
15 C 0.48
16 S -0.27
17 C 2.17
18 C -1.52
19 C -1.76
20 C -1.80
21 N 0.93
22 N -0.43
23 C -0.50
24 C -0.08
25 C 0.31
26 C -1.79
27 C 0.61
28 S -0.19
29 C 2.15
30 C -1.56
31 C -1.32
32 C -2.25
33 C 1.03
34 S -0.26
35 C 2.12
36 C -1.43
37 C -2.16
38 C -1.51
39 H 0.39
40 H 0.43
41 H 0.41
42 H 0.54
43 H 0.48
44 H 0.41
45 H 0.42
46 H 0.41
47 H 0.41
48 H 0.20
49 H 0.49
50 H 0.36
51 H 0.48
52 H 0.39
53 H 0.14
54 H 0.34
55 H 0.51
56 H 0.66
57 H 0.40
58 H 0.42
59 H 0.41
60 H 0.23
61 H 0.39
62 H 0.45
63 H 0.08
64 H 0.51
65 H 0.35
66 H 0.49
67 H 0.46
68 H 0.41
69 H 0.39
70 H 0.16
71 H 0.46
72 H 0.42
73 H 0.41
74 H 0.50
75 H 0.15
76 H 0.38
77 H 0.47
78 C -0.83
79 N 0.01
80 C -0.85
81 C 0.48
82 N -0.52
83 H 0.33
84 H 0.33
85 H 0.31
86 H 0.34
87 H 0.32
88 H 0.33